Entry 1:
A structure of composition C12H36BBeF4O6S6 at a distorted geometry. Source: OMol25; level of theory: ωB97M-V/def2-TZVPD.

```
66
Properties=species:S:1:pos:R:3:mulliken_charge:R:1
Be -16.792 26.645 -16.646 1.786
B -17.515 28.902 -14.757 0.307
F -17.730 30.098 -15.333 -0.340
F -18.297 27.934 -15.322 -0.089
F -16.171 28.601 -14.991 -0.373
F -17.773 28.870 -13.385 -0.425
C -16.975 24.795 -12.234 -0.976
S -15.750 24.543 -13.487 0.211
O -16.143 25.726 -14.420 -0.331
C -14.288 25.121 -12.528 -1.111
H -16.742 24.395 -11.247 0.497
H -17.803 24.262 -12.703 0.266
H -17.307 25.831 -12.160 0.249
H -14.602 26.075 -12.104 0.358
H -13.346 25.122 -13.076 0.294
H -13.912 24.538 -11.688 0.440
C -18.852 26.369 -21.294 -1.162
S -18.045 25.937 -19.666 0.817
O -18.305 27.024 -18.630 -0.574
C -19.218 24.488 -19.403 -1.191
H -18.535 27.410 -21.343 0.300
H -19.941 26.410 -21.326 0.369
H -18.657 25.901 -22.259 0.406
H -19.047 24.023 -18.432 0.180
H -18.970 23.655 -20.062 0.462
H -20.249 24.707 -19.680 0.420
C -21.296 24.970 -16.367 -0.933
S -19.683 24.764 -15.448 0.346
O -18.795 25.603 -16.319 -0.328
C -20.079 25.841 -13.966 -0.848
H -21.321 24.938 -17.456 0.239
H -21.723 25.958 -16.195 0.319
H -21.790 24.106 -15.925 0.404
H -19.241 26.107 -13.322 0.079
H -20.738 25.363 -13.242 0.456
H -20.564 26.746 -14.333 0.352
C -14.830 22.334 -16.424 -0.338
S -16.046 22.863 -17.778 0.377
O -16.553 24.305 -17.525 -0.482
C -14.940 22.958 -19.302 -0.901
H -15.058 22.908 -15.527 -0.220
H -13.755 22.469 -16.542 0.208
H -14.932 21.272 -16.200 0.455
H -14.146 23.702 -19.369 0.198
H -15.702 23.209 -20.041 0.286
H -14.729 21.926 -19.582 0.469
C -15.041 28.478 -20.476 -0.884
S -16.210 29.416 -19.312 0.398
O -16.110 28.495 -18.061 -0.617
C -15.014 30.793 -18.941 -1.020
H -15.304 28.591 -21.528 0.471
H -15.089 27.401 -20.318 0.153
H -14.009 28.827 -20.470 0.371
H -15.093 31.566 -19.705 0.392
H -13.948 30.604 -18.815 0.277
H -15.215 31.261 -17.977 0.374
C -12.280 27.394 -18.015 -0.728
S -13.107 26.336 -16.773 0.450
O -14.477 26.091 -17.421 -0.267
C -12.199 24.773 -17.131 -0.881
H -12.796 28.314 -18.288 -0.042
H -12.351 26.726 -18.874 0.272
H -11.236 27.583 -17.766 0.446
H -12.509 24.244 -18.033 0.127
H -12.330 24.037 -16.338 0.275
H -11.122 24.836 -17.287 0.505
```

Orbital gap (eV): 9.052
Total charge: +1
Energy relative to the best compared isomer or geometry (same formula, charge and spin) (eV): 2.8643

***

Entry 2:
A structure of composition C12H18Cl2IN2OPt. Source: OMol25; level of theory: ωB97M-V/def2-TZVPD.

```
37
Properties=species:S:1:pos:R:3:mulliken_charge:R:1
Pt -0.034 0.230 -0.406 0.341
C -1.943 1.797 -1.924 -0.920
N -1.932 0.940 -0.707 -0.123
C -2.449 1.743 0.429 -0.957
C -2.858 -0.216 -0.932 -0.617
C -2.107 -1.297 -1.647 0.810
C -2.730 -2.257 -2.426 -0.827
C -1.986 -3.300 -2.962 -0.581
C -0.630 -3.375 -2.690 -0.965
C -0.005 -2.402 -1.918 -0.197
C -0.726 -1.331 -1.399 0.058
H -2.945 2.207 -2.068 0.408
H -1.663 1.190 -2.783 0.346
H -1.230 2.609 -1.799 0.306
H -3.487 2.019 0.231 0.397
H -1.853 2.647 0.534 0.360
H -2.387 1.154 1.340 0.306
H -3.749 0.140 -1.456 0.440
H -3.166 -0.568 0.054 0.360
H -3.796 -2.198 -2.610 0.442
H -2.463 -4.051 -3.576 0.388
H -0.048 -4.200 -3.080 0.427
H 1.050 -2.528 -1.710 0.499
Cl 0.967 2.304 0.859 -0.089
C 1.045 1.837 2.609 -0.381
Cl 0.218 0.332 2.918 -0.087
H 0.575 2.647 3.154 0.359
H 2.097 1.739 2.844 0.340
N 3.530 -1.955 -0.478 -0.302
C 2.720 -0.985 -0.893 0.552
O 1.872 -0.541 -0.105 -0.702
C 2.967 -0.512 -2.308 -1.136
I 1.892 1.174 -2.996 0.184
H 3.416 -2.319 0.456 0.274
H 4.288 -2.293 -1.046 0.224
H 2.766 -1.329 -2.998 0.511
H 4.023 -0.255 -2.382 0.553
```

Orbital gap (eV): 8.735
Total charge: +1
Energy relative to the best compared isomer or geometry (same formula, charge and spin) (eV): 0.0000

***

Entry 3:
The molecule C3H5NO at a distorted geometry. Source: OMol25; level of theory: ωB97M-V/def2-TZVPD.

```
10
Properties=species:S:1:pos:R:3:mulliken_charge:R:1
C 0.456 -1.100 -0.209 -0.623
O 0.613 -0.128 0.804 -0.317
C 0.076 1.137 0.509 -0.212
C -1.227 0.850 -0.151 0.269
N -1.670 -0.059 -0.738 -0.504
H 0.788 -2.033 0.232 0.241
H 1.064 -0.805 -1.086 0.307
H -0.776 -1.270 -0.584 0.340
H 0.683 1.702 -0.214 0.238
H -0.007 1.706 1.437 0.262
```

Orbital gap (eV): 10.802
Total charge: 0
Energy relative to the best compared isomer or geometry (same formula, charge and spin) (eV): 2.8225
SMILES: COCC#N

***

Entry 4:
A cluster of 4 separate species, CH9O3S in total at a distorted geometry. Source: OMol25; level of theory: ωB97M-V/def2-TZVPD.

```
14
Properties=species:S:1:pos:R:3:mulliken_charge:R:1
C 0.417 2.083 -1.440 -0.590
S 1.324 1.379 0.008 -0.665
H 1.094 2.720 -2.005 0.197
H -0.055 1.297 -2.026 0.179
H -0.373 2.730 -1.048 0.175
H -0.894 0.412 2.696 0.244
H -0.101 0.409 1.351 0.228
O -0.647 -0.168 1.968 -0.669
H 0.588 -0.595 -0.709 0.192
H -0.393 -1.458 -1.502 0.313
O 0.423 -1.528 -0.990 -0.678
H -0.232 -2.574 0.513 0.381
H -0.582 -1.908 1.786 0.421
O -0.567 -2.800 1.398 -0.728
```

Orbital gap (eV): 7.389
Total charge: -1
Energy relative to the best compared isomer or geometry (same formula, charge and spin) (eV): 0.1922

***

Entry 5:
A structure of composition C2H4GaLiO at a distorted geometry. Source: OMol25; level of theory: ωB97M-V/def2-TZVPD.

```
9
Properties=species:S:1:pos:R:3:mulliken_charge:R:1
C -0.273 0.322 -0.128 0.358
H -0.948 0.980 0.437 0.405
C 0.277 0.741 -1.296 -0.745
H 0.064 1.737 -1.680 0.276
H 1.100 0.188 -1.770 0.366
O -0.163 -0.935 0.300 -0.344
Li 0.141 -1.337 2.128 0.890
Ga -0.654 -1.510 -1.401 0.787
H 0.457 -0.187 3.409 0.006
```

Orbital gap (alpha / beta) (eV): 10.738 / 6.705
Total charge: +2
Energy relative to the best compared isomer or geometry (same formula, charge and spin) (eV): 2.5815

***

Entry 6:
A structure of composition C48H47BrCl2N7O7STi at a distorted geometry. Source: OMol25; level of theory: ωB97M-V/def2-TZVPD.

```
114
Properties=species:S:1:pos:R:3:mulliken_charge:R:1
Ti -0.454 1.572 -0.340 -0.105
Br -7.714 3.503 -0.201 -0.174
C -5.850 3.276 0.070 -0.319
C -5.077 2.612 -0.868 -1.206
C -3.727 2.440 -0.644 1.075
C -3.082 2.902 0.515 0.985
C -3.902 3.580 1.437 -1.072
C -5.253 3.761 1.219 -0.976
N -1.725 2.640 0.732 1.758
C -1.265 3.140 1.971 -0.045
C 0.240 3.135 2.101 -0.791
C 0.877 3.877 3.092 -0.928
C 2.261 3.872 3.134 -0.771
C 2.958 3.136 2.184 -1.287
C 2.238 2.426 1.240 -0.621
N 0.906 2.416 1.206 1.154
H -5.526 2.224 -1.770 0.546
H -3.170 1.901 -1.388 -0.651
H -3.522 3.952 2.374 0.440
H -5.849 4.283 1.951 0.459
H -1.591 4.189 2.132 0.949
H 0.296 4.448 3.801 0.662
H 2.783 4.445 3.884 0.508
H 4.036 3.136 2.161 0.576
H 2.741 1.841 0.477 0.577
Cl -2.488 6.673 -5.299 -0.184
C -2.035 5.340 -4.314 0.060
C -2.625 4.089 -4.543 -0.544
C -2.275 3.016 -3.759 0.595
Cl -2.955 1.457 -4.032 -0.164
C -1.346 3.131 -2.694 -0.300
O -1.097 2.119 -1.923 1.638
C -0.714 4.397 -2.532 0.879
C 0.356 4.481 -1.590 -0.763
O 0.760 3.536 -0.905 -0.565
C -1.085 5.491 -3.330 -1.104
H -3.359 3.974 -5.325 0.518
H 0.879 5.448 -1.524 0.349
H -0.623 6.452 -3.162 0.475
C 2.384 -3.520 4.095 -1.708
C 3.180 -2.552 3.214 1.985
C 4.041 -1.627 4.086 -1.730
C 4.093 -3.378 2.304 -1.911
C 2.221 -1.695 2.427 -0.063
C 1.215 -0.943 3.041 -1.643
C 0.382 -0.145 2.284 -1.357
N 0.469 -0.017 0.956 1.735
C 1.424 -0.750 0.356 0.264
C 2.310 -1.567 1.049 -1.289
C 1.536 -0.630 -1.101 0.219
C 2.181 -1.613 -1.847 -0.054
C 2.382 -1.444 -3.215 0.313
C 1.833 -0.278 -3.758 -1.128
C 1.144 0.619 -2.962 -0.804
N 1.000 0.482 -1.639 0.567
C 3.149 -2.442 -4.055 2.393
C 3.968 -3.408 -3.193 -1.793
C 4.111 -1.691 -4.993 -1.844
C 2.131 -3.254 -4.880 -1.520
H 3.075 -4.121 4.679 0.490
H 1.798 -4.182 3.464 0.334
H 1.723 -3.002 4.784 0.348
H 4.734 -2.227 4.667 0.457
H 3.434 -1.044 4.773 0.358
H 4.612 -0.945 3.461 0.351
H 4.671 -4.075 2.908 0.483
H 4.793 -2.745 1.762 0.339
H 3.509 -3.954 1.586 0.402
H 1.072 -0.972 4.109 0.702
H -0.380 0.438 2.780 0.396
H 3.039 -2.135 0.502 1.179
H 2.455 -2.546 -1.369 -0.209
H 1.920 -0.076 -4.813 0.465
H 0.705 1.505 -3.408 0.387
H 4.650 -2.869 -2.539 0.373
H 4.558 -4.055 -3.837 0.488
H 3.325 -4.049 -2.598 0.276
H 4.716 -0.983 -4.428 0.390
H 3.585 -1.156 -5.781 0.366
H 4.783 -2.402 -5.470 0.488
H 1.715 -4.047 -4.262 0.173
H 2.625 -3.719 -5.729 0.535
H 1.326 -2.623 -5.256 0.256
N -1.882 -0.064 -0.714 0.919
C -1.399 -1.404 -0.808 -0.192
C -1.222 -2.172 0.343 0.034
C -0.554 -3.380 0.261 -1.249
C -0.103 -3.818 -0.966 0.110
C -0.395 -3.132 -2.125 -0.706
C -1.065 -1.922 -2.054 -0.849
S 1.265 -5.004 -0.948 1.171
O 1.525 -5.283 -2.344 -0.763
O 0.877 -6.094 -0.095 -0.771
O 2.267 -4.103 -0.347 -0.460
H -2.279 0.168 -1.631 0.653
H -2.653 -0.055 -0.019 -0.754
H -1.562 -1.784 1.293 0.210
H -0.346 -3.988 1.127 0.553
H -0.081 -3.551 -3.066 0.842
H -1.290 -1.365 -2.956 0.512
C -4.760 -2.111 3.261 -0.901
N -4.005 -0.880 3.296 0.183
C -3.709 -0.242 4.437 -0.026
C -2.997 0.918 4.435 -1.417
C -2.519 1.369 3.176 0.480
O -1.774 2.467 3.191 -0.255
N -2.764 0.712 2.072 0.852
C -3.586 -0.362 2.064 -0.532
O -3.929 -0.893 1.024 -0.671
H -4.831 -2.529 4.262 0.345
H -4.260 -2.811 2.590 0.299
H -5.760 -1.931 2.862 0.301
H -4.065 -0.699 5.349 0.399
H -2.766 1.466 5.328 0.592
```

Orbital gap (eV): 6.129
Total charge: +1
Energy relative to the best compared isomer or geometry (same formula, charge and spin) (eV): 0.7270

***

Entry 7:
A structure of composition C11H19BCl3MnNO at a distorted geometry. Source: OMol25; level of theory: ωB97M-V/def2-TZVPD.

```
37
Properties=species:S:1:pos:R:3:lowdin_spin:R:1
C -0.688 0.890 -1.431 0.123
C -0.838 -0.507 -1.696 0.122
C 0.460 -1.077 -1.759 0.312
C -2.088 -1.218 -1.974 0.013
C 1.413 -0.043 -1.513 0.001
C 0.698 1.171 -1.343 0.249
C 1.330 2.481 -1.107 0.038
C -1.773 1.869 -1.391 0.014
C 0.757 -2.493 -2.005 0.047
C 2.875 -0.213 -1.393 -0.012
Mn -0.620 -0.034 1.433 1.917
Cl -3.433 -3.736 0.790 -0.001
Cl -2.769 -0.222 1.277 0.066
Cl 0.731 -1.868 1.121 0.003
H -2.949 -0.618 -1.675 0.001
H -2.184 -2.155 -1.406 0.002
H -2.145 -1.433 -3.048 0.006
H -0.029 -3.136 -1.598 0.005
H 1.710 -2.797 -1.566 0.003
H 0.810 -2.652 -3.086 0.020
H 3.136 -1.113 -0.813 -0.002
H 3.335 0.644 -0.877 0.000
H 3.322 -0.296 -2.396 -0.004
H 2.251 2.383 -0.510 0.005
H 0.665 3.151 -0.550 0.001
H 1.597 2.939 -2.073 0.015
H -2.677 1.449 -0.941 0.002
H -1.977 2.188 -2.417 0.006
H -1.492 2.732 -0.784 0.000
O 0.042 1.772 1.300 0.021
H 0.378 2.136 2.143 0.002
B 0.004 -0.050 5.750 0.006
C 0.126 -0.106 4.273 0.025
N 0.106 0.008 3.094 -0.012
H -1.039 0.568 5.921 0.002
H 0.989 0.591 6.091 0.003
H -0.036 -1.205 6.162 0.000
```

Orbital gap (alpha / beta) (eV): 5.759 / 5.454
Total charge: -2
Expectation value of S²: 3.80
2S+1: 4

***

Entry 8:
A structure of composition C20H36AsInN5O6Si2. Source: OMol25; level of theory: ωB97M-V/def2-TZVPD.

```
71
Properties=species:S:1:pos:R:3:mulliken_charge:R:1
In -0.372 -0.618 -0.267 1.617
N 0.509 1.532 -0.678 -0.237
C -0.245 2.789 -0.724 -0.669
C -1.307 2.817 0.369 -0.666
C -2.449 1.885 -0.038 0.206
O -3.455 2.369 -0.547 -0.740
O -2.238 0.629 0.153 -0.371
H 1.197 1.542 0.071 0.130
H 1.013 1.346 -1.538 0.029
H -0.728 2.872 -1.699 0.450
H 0.432 3.644 -0.614 0.255
H -1.700 3.826 0.483 0.439
H -0.869 2.477 1.310 0.184
N 0.703 -0.073 1.684 -0.692
C 1.197 -0.330 2.705 0.630
C 1.782 -0.541 3.938 0.146
C 3.137 -0.187 4.144 -0.011
N 4.237 0.111 4.327 -0.577
C 1.013 -1.041 5.015 0.008
N 0.391 -1.444 5.900 -0.561
C 1.258 -2.670 -3.473 -1.305
C 0.993 -1.757 -2.293 0.920
O 1.271 -2.149 -1.138 -0.658
O 0.449 -0.631 -2.512 -0.771
H 1.407 -3.688 -3.124 0.324
H 2.151 -2.332 -4.000 0.312
H 0.415 -2.616 -4.159 0.318
C -3.951 -0.396 -2.077 -1.091
Si -4.038 -1.501 -0.553 0.839
C -5.135 -2.994 -1.014 -1.239
C -4.948 -0.698 0.885 -1.006
As -1.980 -2.629 -0.243 -0.055
Si -1.952 -2.862 2.097 0.462
C -0.340 -3.754 2.494 -1.025
C -3.372 -4.031 2.550 -1.170
C -2.144 -1.309 3.148 -0.648
H -4.801 -0.570 -2.740 0.395
H -3.031 -0.588 -2.633 0.249
H -3.945 0.651 -1.766 0.261
H -6.152 -2.683 -1.271 0.353
H -5.198 -3.694 -0.176 0.287
H -4.717 -3.537 -1.865 0.297
H -5.922 -0.345 0.535 0.434
H -4.392 0.155 1.272 0.157
H -5.112 -1.414 1.693 0.289
H -0.359 -4.758 2.064 0.311
H -0.176 -3.836 3.570 0.390
H 0.514 -3.231 2.058 0.195
H -3.369 -4.909 1.900 0.286
H -4.340 -3.535 2.440 0.277
H -3.277 -4.367 3.586 0.370
H -1.688 -0.445 2.661 -0.080
H -1.673 -1.451 4.124 0.405
H -3.200 -1.078 3.299 0.384
O 5.200 0.618 -1.518 -0.567
C 4.078 1.250 -1.189 -0.053
O 3.331 0.876 -0.328 -0.465
C 3.813 2.529 -2.005 0.493
N 4.944 2.803 -2.906 -0.567
C 5.641 4.025 -2.451 -0.627
C 5.167 4.218 -1.011 -0.744
C 3.718 3.736 -1.065 -0.640
H 2.889 2.364 -2.560 0.525
H 4.654 2.871 -3.870 0.265
H 5.590 1.163 -2.238 0.408
H 5.362 4.892 -3.058 0.326
H 6.721 3.895 -2.523 0.333
H 5.259 5.252 -0.685 0.394
H 5.747 3.592 -0.330 0.274
H 3.076 4.504 -1.501 0.334
H 3.317 3.457 -0.093 0.277
```

Orbital gap (eV): 7.217
Total charge: -1
Energy relative to the best compared isomer or geometry (same formula, charge and spin) (eV): 0.4725

***

no.,energy (a.u.)
1,-3758.151442
2,-1990.004863
3,-247.203512
4,-667.462585
5,-2085.341049
6,-7509.343052
7,-3116.992096
8,-4514.079190